No. 1
The following is a DFT calculation (ωB97M-V with the def2-TZVPD basis set) of a structure of composition C2H4N3P.

Output
Energy above the lowest of the compared OMol25 structures with the same formula, charge and spin, kJ/mol: 240.9
HOMO-LUMO gap, eV: 9.352
HOMO, eV: -8.598

Each line ends with the Löwdin charge.
Cartesian coordinates (Å):
C: 2.02 -0.52 -0.14  -0.146
C: 0.64 -0.67 -0.38  -0.239
N: 2.26 0.80 0.02  -0.079
N: 1.36 1.56 0.11  0.134
N: -0.08 0.42 -0.21  -0.413
P: -1.72 0.54 -0.07  0.766
H: 2.88 -1.18 -0.24  0.089
H: 0.25 -1.56 -0.79  0.098
H: -1.96 0.73 -1.42  -0.133
H: -1.51 1.81 0.61  -0.077

No. 2
The following is a DFT calculation (ωB97M-V with the def2-TZVPD basis set) of a structure of composition C36H51CeCl2N2OP.

Output
Total charge: -1
HOMO-LUMO gap (alpha / beta), eV: 3.462 / 3.460
HOMO (alpha / beta), eV: -1.661 / -1.660
Spin multiplicity: 2

Each line ends with the Löwdin charge.
Cartesian coordinates (Å):
P: 0.12 -0.82 -2.58  1.111
C: 1.70 -0.18 -3.41  -0.446
C: 1.97 -0.55 -4.87  -0.217
C: 3.39 -0.11 -5.27  -0.206
C: 3.65 1.38 -4.99  -0.213
C: 3.28 1.78 -3.56  -0.199
C: 1.87 1.33 -3.17  -0.218
C: -1.31 0.08 -3.43  -0.450
C: -1.24 0.25 -4.94  -0.217
C: -2.57 0.82 -5.46  -0.207
C: -2.95 2.13 -4.77  -0.213
C: -2.90 2.02 -3.24  -0.196
C: -1.58 1.42 -2.73  -0.229
C: -0.02 -2.50 -3.37  -0.484
C: 1.18 -3.37 -2.95  -0.221
C: 1.08 -4.79 -3.52  -0.209
C: -0.25 -5.47 -3.18  -0.216
C: -1.45 -4.60 -3.57  -0.209
C: -1.36 -3.17 -3.01  -0.212
H: 2.46 -0.69 -2.79  0.103
H: 1.24 -0.05 -5.53  0.093
H: 1.87 -1.63 -5.04  0.092
H: 3.55 -0.33 -6.33  0.102
H: 4.11 -0.71 -4.69  0.111
H: 4.70 1.60 -5.18  0.100
H: 3.06 1.99 -5.70  0.109
H: 4.00 1.31 -2.86  0.115
H: 3.37 2.87 -3.43  0.107
H: 1.67 1.58 -2.12  0.096
H: 1.14 1.89 -3.78  0.098
H: -2.16 -0.59 -3.20  0.093
H: -3.36 0.08 -5.29  0.110
H: -1.03 -0.71 -5.45  0.102
H: -0.43 0.94 -5.20  0.097
H: -2.49 0.98 -6.55  0.101
H: -3.95 2.44 -5.08  0.099
H: -2.25 2.93 -5.09  0.109
H: -3.05 3.01 -2.78  0.110
H: -3.73 1.38 -2.90  0.114
H: -1.64 1.27 -1.65  0.049
H: -0.76 2.12 -2.93  0.100
H: 0.00 -2.35 -4.47  0.094
H: 2.12 -2.91 -3.28  0.095
H: 1.22 -3.41 -1.85  0.118
H: 1.19 -4.75 -4.61  0.109
H: 1.92 -5.39 -3.13  0.103
H: -0.29 -5.67 -2.10  0.110
H: -0.32 -6.44 -3.69  0.099
H: -2.38 -5.06 -3.23  0.103
H: -1.51 -4.54 -4.66  0.109
H: -2.21 -2.58 -3.40  0.098
H: -1.48 -3.19 -1.91  0.114
Ce: -0.18 -0.27 1.79  0.182
Cl: -2.22 -0.46 0.28  -0.051
Cl: 2.13 0.10 0.72  -0.077
C: -0.46 1.74 2.65  -0.365
H: -0.73 1.67 3.72  -0.009
C: -0.48 3.10 2.14  -0.360
C: -1.15 4.16 2.83  -0.096
C: -1.29 5.42 2.24  -0.155
C: -0.73 5.70 0.98  -0.173
C: -0.01 4.70 0.33  -0.142
C: 0.14 3.44 0.90  -0.082
H: -1.57 3.95 3.81  0.086
H: -1.83 6.20 2.77  0.077
H: 0.45 4.91 -0.64  0.081
H: 0.76 2.66 0.42  0.061
H: -0.84 6.69 0.53  0.068
C: 1.37 -0.29 8.32  -0.011
N: 1.23 -0.16 6.88  -0.066
N: 0.24 -0.75 6.15  0.081
C: 0.60 -0.69 4.82  -0.332
O: -0.14 -1.16 3.86  -0.241
C: 1.87 -0.06 4.77  0.086
C: 2.23 0.22 6.07  -0.254
C: 3.50 0.76 6.58  -0.012
C: -1.06 -1.05 6.68  -0.146
C: -1.58 -0.32 7.75  -0.039
C: -2.88 -0.60 8.20  -0.080
C: -3.67 -1.54 7.54  -0.088
C: -3.16 -2.23 6.44  -0.064
C: -1.84 -2.01 6.03  0.004
H: 2.28 -0.85 8.57  0.096
H: 0.51 -0.80 8.76  0.078
H: 1.46 0.70 8.79  0.102
H: 2.41 0.19 3.86  0.114
H: 3.36 1.63 7.23  0.091
H: 4.07 0.00 7.14  0.089
H: 4.13 1.07 5.74  0.096
H: -1.00 0.46 8.24  0.107
H: -3.26 -0.07 9.08  0.104
H: -4.69 -1.75 7.88  0.102
H: -3.76 -2.95 5.89  0.109
H: -1.41 -2.55 5.18  0.117

No. 3
The following is a DFT calculation (ωB97M-V with the def2-TZVPD basis set) of a structure of composition C27H51CdIN3O21.

Output
Total charge: +1
HOMO-LUMO gap, eV: 7.235
HOMO, eV: -10.582

Each line ends with the Löwdin charge.
Cartesian coordinates (Å):
Cd: 2.03 1.84 -2.25  1.257
I: -0.31 0.22 -1.50  -0.018
C: 1.51 -0.99 -5.99  -0.008
C: 1.68 0.11 -5.04  -0.198
N: 1.79 0.97 -4.29  0.073
H: 2.17 -1.76 -5.59  0.080
H: 1.72 -0.76 -7.04  0.099
H: 0.48 -1.35 -6.01  0.100
C: -3.88 1.47 -3.60  -0.054
C: -4.86 0.59 -2.87  -0.267
N: -5.63 -0.04 -2.33  0.146
H: -2.95 0.93 -3.80  0.042
H: -3.69 2.30 -2.92  0.063
H: -4.36 1.81 -4.52  0.080
C: -2.94 -2.43 -2.96  -0.095
C: -2.17 -3.47 -2.33  -0.255
N: -1.51 -4.29 -1.85  0.158
H: -3.62 -2.03 -2.22  0.065
H: -3.61 -2.76 -3.75  0.092
H: -2.30 -1.57 -3.15  0.001
C: -3.88 0.26 0.90  -0.119
O: -4.51 0.63 2.06  -0.019
C: -4.78 -0.29 3.05  -0.529
O: -4.44 -1.45 2.94  0.127
O: -5.36 0.29 4.12  0.004
C: -5.70 -0.50 5.25  -0.049
H: -3.76 1.16 0.30  0.083
H: -4.55 -0.28 0.24  0.075
H: -3.00 -0.38 0.95  0.083
H: -6.25 -1.39 4.93  0.099
H: -6.30 0.09 5.93  0.094
H: -4.89 -0.87 5.87  0.095
C: 2.56 5.29 0.79  0.032
O: 2.86 4.02 1.38  0.053
C: 2.39 2.94 0.89  -0.584
O: 1.90 2.69 -0.21  -0.075
O: 2.49 2.01 1.85  0.011
C: 2.21 0.66 1.54  -0.047
H: 1.66 5.66 1.28  0.090
H: 2.48 5.23 -0.30  0.098
H: 3.44 5.83 1.14  0.110
H: 2.78 0.05 2.23  0.102
H: 2.49 0.42 0.51  0.053
H: 1.15 0.45 1.72  0.080
C: -1.21 4.29 -0.95  -0.049
O: -0.74 5.12 -1.98  0.011
C: 0.07 4.57 -2.93  -0.493
O: 0.59 3.43 -2.81  -0.114
O: 0.16 5.42 -3.93  0.050
C: 0.85 4.99 -5.11  -0.023
H: -2.09 3.78 -1.33  0.091
H: -1.55 4.99 -0.18  0.106
H: -0.55 3.48 -0.65  0.049
H: 0.13 4.70 -5.88  0.108
H: 1.54 4.17 -4.96  0.077
H: 1.51 5.78 -5.46  0.104
C: -2.69 -7.67 3.53  -0.021
O: -1.95 -6.48 3.15  -0.008
C: -2.63 -5.62 2.42  -0.580
O: -3.80 -5.75 2.11  0.112
O: -1.94 -4.50 2.04  -0.017
C: -0.59 -4.27 2.41  -0.062
H: -3.33 -8.05 2.73  0.097
H: -3.27 -7.50 4.44  0.097
H: -1.99 -8.46 3.81  0.089
H: -0.34 -3.30 1.98  0.082
H: 0.02 -5.06 1.99  0.090
H: -0.49 -4.25 3.50  0.100
C: -0.46 7.26 3.04  -0.044
O: -0.36 5.98 2.48  -0.065
C: -0.42 4.85 3.25  -0.570
O: -0.51 4.78 4.44  0.157
O: -0.70 3.88 2.37  -0.028
C: -0.72 2.50 2.80  -0.009
H: 0.29 7.29 3.84  0.099
H: -1.49 7.36 3.36  0.107
H: -0.19 8.12 2.41  0.095
H: 0.19 2.19 3.31  0.096
H: -0.77 1.90 1.89  0.076
H: -1.61 2.32 3.39  0.106
C: 3.96 -3.17 -3.09  -0.016
O: 3.22 -2.00 -2.68  -0.016
C: 3.80 -0.99 -1.97  -0.469
O: 3.22 0.11 -1.86  -0.112
O: 4.90 -1.39 -1.28  -0.011
C: 5.79 -0.53 -0.64  -0.021
H: 3.52 -3.45 -4.05  0.092
H: 3.81 -4.03 -2.44  0.097
H: 5.03 -3.02 -3.21  0.103
H: 5.76 0.46 -1.10  0.102
H: 6.73 -1.05 -0.81  0.112
H: 5.52 -0.52 0.41  0.107
C: 1.32 -3.70 -0.65  -0.050
O: 2.63 -3.71 -0.11  -0.008
C: 2.91 -3.46 1.13  -0.607
O: 2.14 -2.95 1.92  0.117
O: 4.15 -3.92 1.35  -0.008
C: 4.70 -3.83 2.66  -0.041
H: 0.96 -2.67 -0.63  0.047
H: 0.53 -4.28 -0.17  0.066
H: 1.36 -4.07 -1.68  0.085
H: 5.76 -4.06 2.60  0.097
H: 4.18 -4.53 3.31  0.102
H: 4.55 -2.84 3.08  0.090

No. 4
The following is a DFT calculation (ωB97M-V with the def2-TZVPD basis set) of a structure of composition C5H10O.

Output
Energy above the lowest of the compared OMol25 structures with the same formula, charge and spin, kJ/mol: 475.2
HOMO-LUMO gap, eV: 8.586
HOMO, eV: -7.779

Each line ends with the Löwdin charge.
Cartesian coordinates (Å):
C: -1.54 -0.44 1.04  -0.103
C: -0.12 -0.22 0.59  -0.270
C: 0.45 -0.87 -0.63  -0.294
C: 1.72 -0.56 -1.05  0.027
O: 0.94 1.65 -1.13  -0.113
C: 0.01 1.72 -0.32  -0.269
H: -1.68 -1.29 1.73  0.074
H: -1.88 0.45 1.58  0.080
H: -2.21 -0.58 0.19  0.081
H: 0.61 0.01 1.37  0.126
H: 0.39 -1.52 0.40  0.186
H: -0.28 -1.24 -1.35  0.134
H: 2.06 -0.80 -2.05  0.072
H: 2.46 -0.19 -0.35  0.081
H: 0.14 2.22 0.66  0.094
H: -1.05 1.65 -0.66  0.093

No. 5
The following is a DFT calculation (ωB97M-V with the def2-TZVPD basis set) of a cluster of 5 separate species, C5H20N2O5 in total.

Output
Energy above the lowest of the compared OMol25 structures with the same formula, charge and spin, kJ/mol: 430.0
HOMO-LUMO gap, eV: 9.451
HOMO, eV: -8.954

Each line ends with the Löwdin charge.
Cartesian coordinates (Å):
C: -0.48 -1.94 0.69  -0.720
O: -1.68 -1.39 0.80  -0.064
N: 0.19 -1.87 1.76  0.134
N: 0.12 -2.45 -0.37  0.162
H: 1.25 -1.73 1.68  0.157
H: -0.38 -1.28 2.39  0.064
H: -0.49 -2.47 -1.21  0.142
H: 1.12 -2.70 -0.34  0.119
C: -1.90 1.36 -3.03  -0.210
O: -2.04 0.76 -1.80  -0.094
H: -0.97 1.17 -3.43  0.030
H: -2.02 2.49 -3.03  0.098
H: -2.51 0.90 -3.86  0.091
H: -1.24 0.93 -1.35  -0.010
C: -1.84 0.70 3.23  -0.140
O: -0.83 -0.22 3.62  -0.157
H: -1.45 1.71 3.60  0.109
H: -2.81 0.49 3.65  0.081
H: -2.01 0.75 2.22  0.032
H: -0.89 -0.15 4.62  0.128
C: 2.98 0.02 -1.97  -0.159
O: 2.38 -1.24 -1.85  -0.091
H: 2.30 0.65 -2.50  0.073
H: 3.93 -0.06 -2.55  0.097
H: 3.24 0.53 -1.03  0.084
H: 1.54 -1.10 -2.15  0.011
C: 0.79 1.27 0.66  -0.110
O: 0.32 0.83 -0.58  -0.131
H: 1.72 1.79 0.63  0.071
H: 0.98 0.42 1.28  0.055
H: -0.05 1.87 0.99  0.099
H: 0.75 -0.03 -0.75  0.050

No. 6
The following is a DFT calculation (ωB97M-V with the def2-TZVPD basis set) of a cluster of 2 separate species, C9H14 in total.

Output
Energy above the lowest of the compared OMol25 structures with the same formula, charge and spin, kJ/mol: 192.1
Total charge: -1
HOMO-LUMO gap (alpha / beta), eV: 2.704 / 6.866
HOMO (alpha / beta), eV: 0.925 / -3.295
Spin multiplicity: 2

Each line ends with the Löwdin charge.
Cartesian coordinates (Å):
C: -3.04 1.75 0.00  -0.126
C: 0.51 2.75 0.82  -0.231
C: 1.21 1.56 1.11  -0.201
C: -0.87 2.80 0.64  -0.184
C: -1.65 1.57 0.55  -0.333
C: 0.43 0.34 1.21  -0.222
C: -0.90 0.36 0.78  -0.137
H: 1.07 3.71 0.80  0.071
H: 2.35 1.69 1.16  0.073
H: -1.34 3.80 0.27  0.081
H: 0.93 -0.49 1.51  -0.005
H: -3.78 1.49 0.79  0.069
H: -3.23 1.13 -0.84  0.037
H: -1.43 -0.66 0.53  0.103
H: -3.22 2.62 -0.55  0.031
C: 1.65 -3.21 -0.34  -0.151
C: 1.63 -2.91 -1.91  -0.143
H: 0.61 -3.53 -0.14  0.063
H: 2.16 -4.13 -0.03  0.053
H: 1.84 -2.44 0.27  -0.014
H: 0.80 -3.30 -2.35  -0.003
H: 2.66 -3.19 -2.33  0.064
H: 1.61 -1.71 -1.97  0.108